Formula: C3H7O
Source: the Open Molecules 2025 dataset
Level of theory: ωB97M-V with the def2-TZVPD basis set

Each atom is followed by the atoms it is bonded to, with distances in Å.
Geometry (Å):
1 C 1.201 0.800 -0.088  C2 1.468, O4 1.429, H5 1.097, H6 1.093
2 C 1.078 -0.663 -0.085  C1 1.468, O4 1.389, H7 1.107, H8 1.048
3 C -1.675 0.033 0.074  H9 1.066, H10 1.051, H11 1.043
4 O 0.213 0.110 0.680  C1 1.429, C2 1.389
5 H 1.922 1.242 0.611  C1 1.097
6 H 0.803 1.257 -0.997  C1 1.093
7 H 0.589 -1.285 -0.859  C2 1.107
8 H 1.538 -1.339 0.569  C2 1.048
9 H -2.008 0.837 0.690  C3 1.066
10 H -1.859 -0.032 -0.959  C3 1.051
11 H -1.801 -0.960 0.366  C3 1.043

Maximum force (eV/Å): 5.65
Energy (a.u.): -193.318471
Gap between HOMO and LUMO (eV): 11.143
Energy relative to the best compared isomer or geometry (same formula, charge and spin) (eV): 3.0460
LUMO level (eV): -6.32
Highest occupied orbital energy (eV): -17.5
Charge: +1

Formula: C3H7O2P
Source: the Open Molecules 2025 dataset
Level of theory: ωB97M-V with the def2-TZVPD basis set

Each atom is followed by the atoms it is bonded to, with distances in Å.
Geometry (Å):
1 C 0.837 -0.718 0.208  C2 1.554, H7 1.046, H8 1.147, H9 1.101
2 C -0.482 -0.006 0.617  C1 1.554, C3 1.538, P6 2.003, H10 1.015
3 C -0.976 1.254 -0.113  C2 1.538, O4 1.354, H11 1.194, H12 1.139
4 O -2.305 1.380 0.118  C3 1.354, O5 1.449
5 O -2.963 0.097 -0.017  O4 1.449, P6 1.630
6 P -1.965 -1.192 -0.021  C2 2.003, O5 1.630, H13 1.361
7 H 1.182 -0.488 -0.753  C1 1.046
8 H 0.650 -1.849 0.257  C1 1.147
9 H 1.671 -0.467 0.882  C1 1.101
10 H -0.528 0.024 1.631  C2 1.015
11 H -0.651 2.347 0.240  C3 1.194
12 H -0.619 1.043 -1.173  C3 1.139
13 H -1.568 -1.329 -1.316  P6 1.361

Maximum force (eV/Å): 4.16
SMILES string: C[C@H]1COOP1
Energy (a.u.): -610.201196
Gap between HOMO and LUMO (eV): 10.039
Energy relative to the best compared isomer or geometry (same formula, charge and spin) (eV): 4.2669
LUMO level (eV): 0.70
Highest occupied orbital energy (eV): -9.3

Formula: C3H7O2P
Source: the Open Molecules 2025 dataset
Level of theory: ωB97M-V with the def2-TZVPD basis set

Each atom is followed by the atoms it is bonded to, with distances in Å.
Geometry (Å):
1 C -2.470 1.132 -0.061  P2 1.759, H7 1.035, H8 1.200
2 P -0.750 0.990 -0.404  C1 1.759, C3 1.915, H9 1.392, H10 1.372
3 C 0.882 0.060 -0.036  P2 1.915, O4 1.423, C5 1.481, H11 1.215
4 O 1.063 -0.308 1.327  C3 1.423, C5 1.392
5 C 0.975 -1.350 0.407  C3 1.481, O4 1.392, O6 1.389, H12 0.985
6 O 2.019 -2.212 0.096  C5 1.389, H13 0.955
7 H -2.876 0.234 -0.375  C1 1.035
8 H -2.749 1.416 1.071  C1 1.200
9 H -0.243 2.261 -0.147  P2 1.392
10 H -0.615 0.719 -1.743  P2 1.372
11 H 1.914 0.541 -0.462  C3 1.215
12 H 0.175 -1.920 0.480  C5 0.985
13 H 2.676 -1.563 -0.152  O6 0.955

Maximum force (eV/Å): 4.72
SMILES string: C=[PH2][C@H]1O[C@@H]1O
Energy (a.u.): -610.161331
Gap between HOMO and LUMO (eV): 8.778
Energy relative to the best compared isomer or geometry (same formula, charge and spin) (eV): 5.3517
LUMO level (eV): 0.52
Highest occupied orbital energy (eV): -8.3

Formula: C3H7O2PS
Source: the Open Molecules 2025 dataset
Level of theory: ωB97M-V with the def2-TZVPD basis set

Each atom is followed by the atoms it is bonded to, with distances in Å.
Geometry (Å):
1 C 0.488 2.022 -0.406  P2 1.935, H8 1.078, H9 0.998, H10 1.078
2 P 1.103 0.257 0.096  C1 1.935, S3 1.934, O4 1.654, O7 1.598
3 S 3.013 0.084 0.347  P2 1.934
4 O 0.446 -0.776 -1.015  P2 1.654, C5 1.447
5 C -0.694 -1.542 -0.560  O4 1.447, C6 1.546, H11 1.032, H12 1.011
6 C -0.949 -0.981 0.857  C5 1.546, O7 1.439, H13 1.102, H14 1.077
7 O 0.174 -0.205 1.312  P2 1.598, C6 1.439
8 H 0.955 2.291 -1.340  C1 1.078
9 H -0.481 2.150 -0.202  C1 0.998
10 H 0.995 2.777 0.174  C1 1.078
11 H -0.503 -2.546 -0.422  C5 1.032
12 H -1.481 -1.490 -1.193  C5 1.011
13 H -1.894 -0.463 0.629  C6 1.102
14 H -1.170 -1.580 1.724  C6 1.077

Maximum force (eV/Å): 5.34
SMILES string: CP1(=S)OCCO1
Energy (a.u.): -1008.545948
Gap between HOMO and LUMO (eV): 9.657
Energy relative to the best compared isomer or geometry (same formula, charge and spin) (eV): 0.4548
LUMO level (eV): 0.72
Highest occupied orbital energy (eV): -8.9

Formula: C3H7O3
Source: the Open Molecules 2025 dataset
Level of theory: ωB97M-V with the def2-TZVPD basis set

Each atom is followed by the atoms it is bonded to, with distances in Å.
Geometry (Å):
1 C 1.108 0.543 2.421  C2 1.535, H5 1.094, H6 1.093, H7 1.089
2 C 0.830 -0.018 1.019  C1 1.535, O3 1.265, O4 1.245
3 O -0.392 -0.223 0.763  C2 1.265
4 O 1.795 -0.219 0.259  C2 1.245
5 H 2.059 0.188 2.830  C1 1.094
6 H 0.345 0.169 3.108  C1 1.093
7 H 1.108 1.629 2.349  C1 1.089
8 C -0.935 -0.424 -2.325  O9 1.436, H11 1.097, H12 1.082, H13 1.085
9 O -1.963 0.195 -1.536  C8 1.436, H10 0.973
10 H -1.659 0.257 -0.613  O9 0.973
11 H -0.618 0.328 -3.059  C8 1.097
12 H -0.092 -0.701 -1.707  C8 1.082
13 H -1.371 -1.308 -2.777  C8 1.085

Maximum force (eV/Å): 1.38
Energy (a.u.): -344.285527
Gap between HOMO and LUMO (eV): 8.629
Energy relative to the best compared isomer or geometry (same formula, charge and spin) (eV): 0.6719
LUMO level (eV): 4.32
Highest occupied orbital energy (eV): -4.3
Charge: -1

Formula: C3H7O3
Source: the Open Molecules 2025 dataset
Level of theory: ωB97M-V with the def2-TZVPD basis set

Each atom is followed by the atoms it is bonded to, with distances in Å.
Geometry (Å):
1 C -1.877 1.612 -0.800  C2 1.545, H5 1.173, H6 1.046, H7 1.100
2 C -0.801 0.803 -0.042  C1 1.545, O3 1.238, O4 1.230
3 O -0.592 -0.397 -0.265  C2 1.238
4 O -0.280 1.420 0.885  C2 1.230
5 H -2.773 0.916 -1.103  C1 1.173
6 H -1.478 2.075 -1.648  C1 1.046
7 H -2.313 2.367 -0.129  C1 1.100
8 C 2.038 -1.487 0.434  O9 1.406, H11 1.184, H12 1.201, H13 1.152
9 O 0.969 -1.875 1.260  C8 1.406, H10 1.125
10 H 0.089 -1.357 0.788  O9 1.125
11 H 1.711 -0.774 -0.453  C8 1.184
12 H 2.803 -0.890 1.142  C8 1.201
13 H 2.504 -2.413 -0.069  C8 1.152

Maximum force (eV/Å): 3.46
Energy (a.u.): -344.255521
Gap between HOMO and LUMO (eV): 8.707
Energy relative to the best compared isomer or geometry (same formula, charge and spin) (eV): 1.4884
LUMO level (eV): 4.31
Highest occupied orbital energy (eV): -4.4
Charge: -1

Formula: C3H7O3
Source: the Open Molecules 2025 dataset
Level of theory: ωB97M-V with the def2-TZVPD basis set

Each atom is followed by the atoms it is bonded to, with distances in Å.
Geometry (Å):
1 O 1.188 -2.040 2.524  C2 1.236
2 C 0.473 -1.061 2.280  O1 1.236, O3 1.265, H4 1.124
3 O 0.734 0.055 1.745  C2 1.265
4 H -0.616 -1.155 2.540  C2 1.124
5 H 0.597 1.185 0.594  O7 1.003
6 C -0.020 1.064 -1.258  O7 1.404, C8 1.517, H9 1.103, H10 1.102
7 O 0.124 1.781 -0.060  H5 1.003, C6 1.404
8 C -0.544 -0.358 -1.192  C6 1.517, H11 1.090, H12 1.091, H13 1.105
9 H 0.941 1.081 -1.800  C6 1.103
10 H -0.622 1.674 -1.950  C6 1.102
11 H -0.804 -0.607 -0.162  C8 1.090
12 H 0.089 -1.147 -1.600  C8 1.091
13 H -1.538 -0.474 -1.660  C8 1.105

Maximum force (eV/Å): 1.70
Energy (a.u.): -344.272977
Gap between HOMO and LUMO (eV): 8.607
Energy relative to the best compared isomer or geometry (same formula, charge and spin) (eV): 1.0134
LUMO level (eV): 4.16
Highest occupied orbital energy (eV): -4.5
Charge: -1

Formula: C3H7O3
Source: the Open Molecules 2025 dataset
Level of theory: ωB97M-V with the def2-TZVPD basis set

Each atom is followed by the atoms it is bonded to, with distances in Å.
Geometry (Å):
1 O -0.234 -1.400 0.671  C2 1.235
2 C 0.287 -0.429 0.114  O1 1.235, O3 1.267, C4 1.563
3 O 1.380 0.162 0.361  C2 1.267
4 C -0.544 0.347 -0.959  C2 1.563, C5 1.556, H6 1.098, H7 1.094
5 C -2.098 0.323 -0.873  C4 1.556, H8 1.098, H9 1.102, H10 1.151
6 H -0.197 1.378 -0.808  C4 1.098
7 H -0.155 0.239 -1.976  C4 1.094
8 H -2.810 0.807 -1.554  C5 1.098
9 H -2.342 -0.751 -0.880  C5 1.102
10 H -2.266 0.735 0.189  C5 1.151
11 H 2.425 -0.119 2.202  O13 0.979
12 H 3.185 -0.930 1.373  O13 0.971
13 O 3.371 -0.362 2.138  H11 0.979, H12 0.971

Maximum force (eV/Å): 2.63
Energy (a.u.): -344.282574
Gap between HOMO and LUMO (eV): 8.665
Energy relative to the best compared isomer or geometry (same formula, charge and spin) (eV): 0.7523
LUMO level (eV): 4.16
Highest occupied orbital energy (eV): -4.5
Charge: -1

Formula: C3H7O3
Source: the Open Molecules 2025 dataset
Level of theory: ωB97M-V with the def2-TZVPD basis set

Each atom is followed by the atoms it is bonded to, with distances in Å.
Geometry (Å):
1 C -0.525 -0.851 -2.623  C2 1.597, H5 1.107, H6 1.073, H7 1.044
2 C 0.182 -0.461 -1.245  C1 1.597, O3 1.242, O4 1.234
3 O -0.573 -0.571 -0.264  C2 1.242
4 O 1.412 -0.409 -1.329  C2 1.234
5 H -1.607 -0.817 -2.393  C1 1.107
6 H -0.203 -1.835 -2.907  C1 1.073
7 H -0.457 -0.097 -3.341  C1 1.044
8 C 0.641 0.753 2.494  O9 1.429, H11 1.113, H12 1.099, H13 1.122
9 O -0.635 1.396 2.460  C8 1.429, H10 0.978
10 H -1.066 0.936 1.712  O9 0.978
11 H 0.853 0.206 1.549  C8 1.113
12 H 1.335 1.604 2.452  C8 1.099
13 H 0.645 0.143 3.436  C8 1.122

Maximum force (eV/Å): 3.07
Energy (a.u.): -344.262215
Gap between HOMO and LUMO (eV): 8.263
Energy relative to the best compared isomer or geometry (same formula, charge and spin) (eV): 1.3063
LUMO level (eV): 4.19
Highest occupied orbital energy (eV): -4.1
Charge: -1